Record 1
This record from the OMol25 dataset describes a molecular structure, C21H48BrO31PS7Si2 in a non-equilibrium geometry. The level of theory is wB97M-V/def2-TZVPD.

Last column: Löwdin charge in e.
CARTESIAN COORDINATES (ANGSTROEM)
C (-2.17167, -0.51103, 2.80837)  -0.11
C (-1.31792, 0.02019, 1.47152)  -0.34
C (-0.89369, 1.58235, 1.83060)  -0.09
C (-2.33190, -0.12274, 0.19216)  -0.16
C (-1.71236, 0.35704, -1.24757)  -0.27
C (-2.19185, 1.91044, -1.55467)  -0.07
C (-0.10490, 0.09730, -1.43709)  -0.23
O (0.74699, 1.28191, -1.24956)  -0.31
Si (1.66083, 1.69052, -2.69315)  0.52
O (3.27557, 2.18563, -2.20492)  -0.49
Si (3.84999, 3.57166, -3.12997)  0.35
P (5.09434, 4.89219, -1.82144)  0.34
O (5.20620, 4.19181, -0.19310)  -0.47
Br (4.06256, 6.94096, -1.74620)  0.12
H (-1.43246, -0.49928, 3.73956)  0.07
H (-3.02340, 0.27695, 3.08837)  0.08
H (-2.59204, -1.59625, 2.66942)  0.08
H (-0.38783, -0.69575, 1.38483)  0.13
H (-0.08295, 2.03080, 1.11442)  0.08
H (-0.42410, 1.53135, 2.92652)  0.08
H (-1.86821, 2.23498, 1.77901)  0.08
H (-2.67812, -1.25539, 0.06911)  0.13
H (-3.29376, 0.55026, 0.39465)  0.11
H (-2.25417, -0.30820, -2.07785)  0.13
H (-2.50380, 2.40875, -0.52567)  0.09
H (-3.11459, 1.89916, -2.30880)  0.05
H (-1.36732, 2.56736, -2.07955)  0.07
H (0.07074, -0.30631, -2.54471)  0.09
H (0.25198, -0.76950, -0.70809)  0.13
H (1.65568, 0.67790, -3.73961)  -0.01
H (1.01737, 2.89661, -3.26452)  -0.02
H (2.74839, 4.28940, -3.76643)  -0.06
H (4.77165, 3.02926, -4.15678)  -0.05
H (5.83191, 4.80261, 0.32387)  0.06
C (4.79030, -2.34006, -1.51808)  -0.17
C (3.51750, -1.54290, -1.79052)  -0.18
O (2.58168, -2.49415, -2.29267)  -0.20
S (2.87394, -3.94154, -1.59982)  0.71
O (1.96355, -4.10151, -0.48774)  -0.23
O (3.02030, -4.92738, -2.64534)  -0.28
O (4.35075, -3.59540, -1.00222)  -0.20
H (5.34385, -2.52726, -2.44387)  0.13
H (5.44445, -1.84018, -0.79872)  0.14
H (3.67609, -0.73926, -2.51356)  0.12
H (3.10923, -1.12384, -0.86476)  0.14
C (-0.81398, 4.62992, 5.26423)  -0.17
C (-2.08678, 5.42709, 4.99179)  -0.18
O (-3.02260, 4.47584, 4.48964)  -0.19
S (-2.73033, 3.02845, 5.18249)  0.69
O (-3.64073, 2.86848, 6.29457)  -0.23
O (-2.58397, 2.04261, 4.13697)  -0.26
O (-1.25352, 3.37458, 5.78009)  -0.19
H (-0.26042, 4.44273, 4.33844)  0.13
H (-0.15983, 5.12981, 5.98359)  0.14
H (-1.92819, 6.23073, 4.26875)  0.14
H (-2.49505, 5.84615, 5.91755)  0.13
C (-7.06705, 2.43597, -3.63153)  -0.17
C (-7.83930, 1.84246, -2.45633)  -0.18
O (-7.03614, 0.76058, -1.99024)  -0.19
S (-5.46476, 1.12435, -2.23290)  0.67
O (-4.92599, 1.64517, -0.99614)  -0.25
O (-4.85203, 0.03915, -2.96318)  -0.23
O (-5.69255, 2.37425, -3.25455)  -0.19
H (-7.19977, 1.83261, -4.53535)  0.13
H (-7.35970, 3.46886, -3.83835)  0.14
H (-8.83176, 1.48907, -2.74599)  0.14
H (-7.93503, 2.56755, -1.64122)  0.13
C (1.47700, -2.91057, 7.03192)  -0.17
C (0.96627, -3.08222, 5.60384)  -0.17
O (-0.08700, -2.13102, 5.46734)  -0.20
S (0.25144, -0.82961, 6.39049)  0.70
O (0.84950, 0.17990, 5.54530)  -0.32
O (-0.88275, -0.56889, 7.24608)  -0.22
O (1.43270, -1.50757, 7.28653)  -0.19
H (0.81625, -3.40795, 7.74926)  0.13
H (2.49564, -3.28831, 7.15423)  0.13
H (0.60002, -4.09341, 5.41118)  0.14
H (1.74389, -2.83195, 4.87446)  0.13
C (-0.11193, -8.52550, -4.48859)  -0.18
C (1.10024, -8.93514, -3.65639)  -0.18
O (2.14848, -8.06098, -4.06850)  -0.19
S (1.50509, -6.62049, -4.48256)  0.72
O (1.63089, -5.72828, -3.35152)  -0.28
O (1.96399, -6.27943, -5.80902)  -0.23
O (-0.04914, -7.10315, -4.57903)  -0.20
H (-0.05039, -8.93429, -5.50232)  0.13
H (-1.05324, -8.83710, -4.02802)  0.13
H (1.38252, -9.97834, -3.81710)  0.14
H (0.92053, -8.76728, -2.58922)  0.13
C (4.87724, 2.90268, 5.89663)  -0.18
C (5.38186, 1.75590, 5.02486)  -0.18
O (4.35526, 0.76789, 5.07693)  -0.19
S (2.91159, 1.51141, 5.22997)  0.72
O (2.31428, 1.61174, 3.91685)  -0.22
O (2.22368, 0.94418, 6.36638)  -0.28
O (3.47515, 2.98355, 5.64605)  -0.20
H (5.02117, 2.68270, 6.95938)  0.13
H (5.36342, 3.85116, 5.65314)  0.13
H (6.32956, 1.34652, 5.38269)  0.13
H (5.49302, 2.07274, 3.98246)  0.13
C (-0.92741, -0.68086, -5.88009)  -0.18
C (-1.43814, -0.85250, -7.30817)  -0.17
O (-2.49141, 0.09869, -7.44467)  -0.19
S (-2.15297, 1.40011, -6.52152)  0.67
O (-1.55491, 2.40962, -7.36671)  -0.24
O (-3.28716, 1.66083, -5.66593)  -0.23
O (-0.97171, 0.72214, -5.62547)  -0.21
H (-1.58815, -1.17823, -5.16275)  0.13
H (0.09123, -1.05860, -5.75777)  0.13
H (-1.80439, -1.86370, -7.50083)  0.14
H (-0.66052, -0.60224, -8.03755)  0.13

Output
charge	0
LUMO	-0.3	eV
HOMO energy	-8.703	eV
DFT total energy	-9442.64004	a.u.


Record 2
This record from the OMol25 dataset describes a molecular structure, C40H32I2N2O3P2S2W in a non-equilibrium geometry. The level of theory is wB97M-V/def2-TZVPD.

Last column: Löwdin charge in e.
CARTESIAN COORDINATES (ANGSTROEM)
W (-0.26389, -1.32783, -0.42466)  1.33
O (3.87257, -1.63547, 1.39653)  0.09
C (4.34336, -2.49805, 0.47457)  -0.24
C (5.71544, -2.73970, 0.48887)  0.01
C (6.27856, -3.62174, -0.40577)  -0.04
C (5.48932, -4.29925, -1.33878)  -0.06
C (4.13747, -4.07406, -1.36842)  -0.01
C (3.54001, -3.16260, -0.47472)  -0.10
C (2.11818, -2.92631, -0.58252)  -0.44
O (1.54847, -1.85036, -0.01014)  -0.43
N (1.36002, -3.70694, -1.28810)  0.09
N (0.06116, -3.25392, -1.32928)  -0.13
C (-0.80621, -4.11553, -1.78891)  -0.01
C (-2.19572, -3.82949, -1.89281)  -0.15
C (-3.02325, -4.59747, -2.72920)  0.00
C (-4.36021, -4.29951, -2.84477)  -0.03
C (-4.90642, -3.25907, -2.09002)  -0.01
C (-4.12226, -2.51611, -1.22735)  0.01
C (-2.76346, -2.77524, -1.14361)  -0.31
O (-1.95663, -2.05288, -0.35343)  -0.38
H (2.91611, -1.53552, 1.33473)  0.07
H (6.31062, -2.22226, 1.22917)  0.13
H (7.34723, -3.78857, -0.38586)  0.12
H (5.94257, -4.99280, -2.03245)  0.11
H (3.50318, -4.57892, -2.08239)  0.12
H (-0.42014, -5.07929, -2.10759)  0.16
H (-2.57958, -5.40324, -3.30118)  0.13
H (-4.98795, -4.87349, -3.51160)  0.12
H (-5.95918, -3.02634, -2.17445)  0.13
H (-4.54990, -1.73025, -0.61889)  0.13
S (-0.41251, -1.66703, 2.03584)  0.54
P (0.04705, 0.36138, 1.87783)  0.59
C (0.26538, 0.62529, 0.15011)  -0.67
P (-0.89079, 1.50563, -0.82811)  0.55
S (-1.58303, 0.05023, -2.13335)  0.39
C (-0.12658, 2.70641, -1.93673)  -0.39
C (-0.94930, 3.24938, -2.92410)  -0.09
C (-0.41252, 4.11795, -3.85703)  -0.05
C (0.93829, 4.44624, -3.80049)  -0.05
C (1.74996, 3.91079, -2.81194)  -0.06
C (1.22242, 3.02980, -1.87814)  -0.12
C (-2.27992, 2.33033, -0.04124)  -0.36
C (-2.01713, 3.51026, 0.65280)  -0.07
C (-3.05792, 4.16029, 1.29313)  -0.05
C (-4.34432, 3.63981, 1.23168)  -0.05
C (-4.59989, 2.47142, 0.52851)  -0.06
C (-3.56498, 1.80312, -0.10431)  -0.10
C (-1.20505, 1.17906, 2.89305)  -0.35
C (-2.50954, 0.68851, 2.91472)  -0.11
C (-3.41733, 1.20672, 3.82047)  -0.05
C (-3.02596, 2.21028, 4.69882)  -0.04
C (-1.73584, 2.71564, 4.65613)  -0.05
C (-0.81840, 2.20401, 3.75279)  -0.07
C (1.65656, 0.57363, 2.65825)  -0.39
C (2.60197, 1.40851, 2.06701)  -0.08
C (3.85320, 1.54061, 2.64695)  -0.05
C (4.15657, 0.83940, 3.80466)  -0.04
C (3.20979, 0.01475, 4.39958)  -0.05
C (1.95595, -0.12102, 3.83056)  -0.09
H (-2.00062, 2.98337, -2.95906)  0.11
H (-1.04664, 4.54181, -4.62394)  0.12
H (1.35428, 5.12133, -4.53623)  0.12
H (2.79711, 4.17852, -2.76419)  0.12
H (1.85146, 2.59545, -1.11037)  0.08
H (-1.01132, 3.91534, 0.67743)  0.12
H (-2.87005, 5.07927, 1.83215)  0.12
H (-5.15512, 4.15438, 1.73028)  0.12
H (-5.60830, 2.08304, 0.47251)  0.12
H (-3.75195, 0.89616, -0.66533)  0.07
H (-2.79844, -0.11693, 2.25228)  0.09
H (-4.42500, 0.81503, 3.86009)  0.12
H (-3.72961, 2.59143, 5.42708)  0.12
H (-1.43536, 3.49535, 5.34301)  0.12
H (0.19800, 2.57871, 3.73272)  0.11
H (2.35715, 1.94255, 1.15721)  0.09
H (4.59395, 2.18476, 2.19293)  0.12
H (5.14067, 0.93111, 4.24427)  0.12
H (3.45271, -0.52834, 5.30265)  0.12
H (1.21427, -0.77012, 4.28132)  0.10
I (1.77069, -0.50329, -2.71711)  1.09
C (0.95846, -0.58336, -4.74612)  -1.03
I (-0.45304, -2.13096, -5.06064)  0.81
H (1.80818, -0.76824, -5.39165)  -0.03
H (0.49295, 0.37442, -4.94570)  -0.03

Output
charge	+2
energy relative to the best compared isomer or geometry (same formula, charge and spin)	38.3	kcal/mol
LUMO	-7.7	eV
HOMO energy	-12.980	eV
DFT total energy	-4019.81772	a.u.


Record 3
This record from the OMol25 dataset describes a molecular structure, C56H51Cl2IrN3O2P4Se2 in a non-equilibrium geometry. The level of theory is wB97M-V/def2-TZVPD.

Last column: Löwdin charge in e.
CARTESIAN COORDINATES (ANGSTROEM)
Ir (0.11843, 0.43188, 1.83122)  0.69
C (2.96533, 2.44344, 3.73667)  -0.27
C (1.53259, 2.25622, 4.20045)  -0.34
P (0.41805, 0.73825, 4.32903)  1.02
C (0.71065, 0.28361, 6.10136)  -0.36
C (1.98363, 0.41068, 6.65159)  -0.10
C (2.23301, -0.00535, 7.95704)  -0.07
C (1.20796, -0.53446, 8.72792)  -0.07
C (-0.07056, -0.63342, 8.19580)  -0.06
C (-0.31914, -0.22462, 6.89081)  -0.09
C (0.39366, -1.08925, 3.70397)  -0.47
C (1.37244, -2.01441, 3.31920)  -0.10
C (1.07536, -3.37931, 3.23200)  -0.08
C (-0.18737, -3.84323, 3.54823)  -0.08
C (-1.17608, -2.93752, 3.94475)  -0.08
C (-0.89184, -1.59045, 4.00893)  -0.26
C (3.16265, 2.32795, 2.22127)  -0.32
P (2.63062, 0.70614, 1.58625)  1.01
C (4.01171, -0.31866, 2.23385)  -0.33
C (4.96483, -0.87824, 1.37980)  -0.07
C (6.04568, -1.58593, 1.89715)  -0.06
C (6.19196, -1.73946, 3.26631)  -0.05
C (5.23515, -1.20926, 4.12703)  -0.04
C (4.14476, -0.52126, 3.61442)  -0.12
C (3.03806, 0.76715, -0.19525)  -0.34
C (2.10774, -0.09777, -0.98340)  -0.18
C (2.19501, -0.19786, -2.51073)  -0.05
C (3.21017, 0.73475, -3.10225)  -0.02
C (3.95141, 1.52647, -2.33445)  -0.01
C (3.85161, 1.57634, -0.85254)  -0.03
H (3.64857, 1.78235, 4.26071)  0.08
H (3.26517, 3.45592, 4.01696)  0.13
H (0.90976, 2.90074, 3.59193)  0.06
H (1.44775, 2.61887, 5.22567)  0.09
H (2.79725, 0.84368, 6.07598)  0.08
H (3.23414, 0.08738, 8.36927)  0.11
H (1.40010, -0.85033, 9.74734)  0.11
H (-0.88084, -1.02334, 8.80118)  0.11
H (-1.32731, -0.27454, 6.50003)  0.10
H (2.37480, -1.71553, 3.10871)  0.05
H (1.86074, -4.07545, 2.94174)  0.12
H (-0.40695, -4.90541, 3.49971)  0.12
H (-2.17287, -3.28884, 4.19943)  0.12
H (-1.67174, -0.89166, 4.29833)  0.08
H (4.22021, 2.47460, 1.99529)  0.10
H (2.58782, 3.08905, 1.68860)  0.08
H (4.88225, -0.75710, 0.30781)  0.10
H (6.77714, -2.01468, 1.21967)  0.12
H (7.04635, -2.27667, 3.66613)  0.12
H (5.33095, -1.33946, 5.20055)  0.12
H (3.38075, -0.17107, 4.29669)  0.07
H (1.88612, -1.03671, -0.48581)  0.06
H (2.24222, -1.19078, -2.94085)  0.17
H (3.34846, 0.70933, -4.17784)  0.10
H (4.69164, 2.16853, -2.80233)  0.12
H (4.49911, 2.27124, -0.32573)  0.12
Se (-1.79405, -2.79395, -3.85547)  0.44
P (-1.08802, -0.88287, -4.28404)  0.54
C (-2.25284, 0.32707, -4.92200)  -0.36
C (-1.87053, 1.66566, -5.08406)  -0.10
C (-2.74192, 2.55964, -5.68681)  -0.06
C (-3.98931, 2.11767, -6.12789)  -0.05
C (-4.36528, 0.79084, -5.96007)  -0.05
C (-3.49375, -0.11293, -5.35963)  -0.09
C (0.30371, -0.84722, -5.44450)  -0.34
C (0.37169, -1.87785, -6.37953)  -0.08
C (1.32574, -1.83018, -7.39183)  -0.04
C (2.21386, -0.76418, -7.47050)  -0.05
C (2.14719, 0.26736, -6.54148)  -0.07
C (1.18777, 0.23548, -5.53944)  -0.12
C (-0.49236, -0.15364, -2.69444)  -0.24
C (-1.14893, -0.03108, -1.42291)  -0.28
N (-0.25706, 0.41037, -0.54879)  -0.02
N (0.81440, 0.66970, -1.19315)  -0.05
N (0.70821, 0.34891, -2.51770)  0.10
P (-2.79572, -0.14136, -0.53131)  0.72
Se (-2.28060, -0.79586, 1.44527)  0.58
C (-3.37946, 1.55197, -0.59066)  -0.36
C (-3.30137, 2.29439, -1.77451)  -0.09
C (-3.81497, 3.58138, -1.81392)  -0.05
C (-4.39086, 4.13091, -0.67130)  -0.04
C (-4.45470, 3.39724, 0.50661)  -0.03
C (-3.95512, 2.10194, 0.55251)  -0.09
C (-4.00552, -1.21066, -1.26659)  -0.38
C (-5.00062, -0.67389, -2.08046)  -0.07
C (-5.97137, -1.51165, -2.60386)  -0.06
C (-5.94911, -2.86959, -2.31320)  -0.04
C (-4.96475, -3.39830, -1.48135)  -0.06
C (-3.99528, -2.56928, -0.94918)  -0.13
H (-0.89919, 2.01187, -4.73770)  0.10
H (-2.44924, 3.59740, -5.82252)  0.12
H (-4.66495, 2.81356, -6.61395)  0.12
H (-5.33869, 0.45407, -6.30364)  0.12
H (-3.77103, -1.15417, -5.22768)  0.08
H (-0.31274, -2.71421, -6.31264)  0.07
H (1.36794, -2.62922, -8.12469)  0.12
H (2.95560, -0.73025, -8.26350)  0.12
H (2.83361, 1.10657, -6.60944)  0.12
H (1.12366, 1.06616, -4.84325)  0.09
H (-2.84598, 1.87066, -2.66030)  0.08
H (-3.77136, 4.15323, -2.73615)  0.11
H (-4.79137, 5.13900, -0.70242)  0.12
H (-4.89035, 3.83427, 1.39980)  0.12
H (-3.99506, 1.53307, 1.47237)  0.08
H (-5.02579, 0.38747, -2.29582)  0.10
H (-6.75610, -1.10177, -3.22963)  0.12
H (-6.71418, -3.51946, -2.72400)  0.12
H (-4.96028, -4.45640, -1.24238)  0.12
H (-3.23230, -2.96741, -0.29497)  0.06
C (0.34232, 3.35680, 0.05178)  -0.08
O (-0.77693, 3.22223, 0.92773)  -0.07
C (-0.88086, 2.24227, 1.84687)  -0.66
O (-1.69784, 2.32634, 2.67408)  0.03
H (0.74845, 4.35678, 0.17685)  0.10
H (0.00162, 3.23715, -0.97950)  0.09
H (1.09896, 2.62558, 0.27532)  0.01
Cl (-1.13701, -5.18906, -1.24860)  0.55
C (-0.28506, -4.48827, 0.10915)  -0.96
Cl (0.29583, -2.82903, -0.24059)  0.57
H (0.57810, -5.09544, 0.31457)  0.03
H (-0.94791, -4.43841, 0.95536)  0.01

Output
charge	+2
LUMO (alpha / beta)	-6.4 / -6.3	eV
HOMO energy (alpha / beta)	-11.516 / -11.767	eV
2S+1	2
DFT total energy	-9671.65419	a.u.


Question: The lowest charge belongs to which entry?
Answer: C21H48BrO31PS7Si2